No. 1
C5H9NO2 | ωB97M-V/def2-TZVPD

The geometry in XYZ format:
```
17
Properties=species:S:1:pos:R:3:forces:R:3
C 0.78503 1.04489 -0.85340 0.8 -0.9 1.1
C -0.64508 1.20954 -0.98626 -1.2 -1.7 1.1
C -1.60843 -0.71264 0.62267 -0.3 0.0 1.7
C 1.24373 -0.03689 0.37903 -0.6 1.5 -1.0
N -1.90685 -1.93986 0.14571 0.4 -0.1 -0.5
C 2.44804 0.23169 0.91001 0.0 -0.5 -0.2
O 0.42370 -0.98048 0.62452 -0.8 -0.3 0.1
O -2.15619 -0.09952 1.49174 1.0 -0.3 -1.2
H -1.12068 -2.45828 -0.22211 -0.1 0.2 0.0
H -2.57522 -2.47672 0.68278 0.1 0.3 0.0
H 1.26444 1.95354 -0.49560 0.1 0.0 -0.2
H 1.25740 0.64396 -1.74769 0.0 0.2 0.0
H 3.05506 1.04405 0.54516 -0.1 0.1 -0.1
H 2.91598 -0.49723 1.55661 -0.1 0.1 0.2
H -1.10196 1.10898 -1.96628 0.0 0.1 0.1
H -1.14106 1.87884 -0.28780 0.0 0.3 -0.3
H -1.13791 0.08612 -0.39911 0.7 1.2 -0.9
```
Positions in Å, forces in eV/Å.

Results
gap between HOMO and LUMO (alpha / beta)	7.0675 / 7.0684	eV
total charge	0
calculated total energy	-10912.26088	eV
E_HOMO (alpha / beta)	-7.959 / -7.960	eV
energy relative to the best compared isomer or geometry (same formula, charge and spin)	4.3148	eV

No. 2
C5H9NO2 | ωB97M-V/def2-TZVPD

The geometry in XYZ format:
```
17
Properties=species:S:1:pos:R:3:forces:R:3
C -2.46678 -0.52449 0.08071 0.6 -3.2 -1.8
C -1.29868 0.25500 -0.37401 0.9 2.5 -0.8
C 0.03402 0.12762 -0.38764 -3.0 2.4 -1.6
N 0.59513 -0.99455 -0.00153 0.7 -5.4 0.3
C 1.90385 -1.30157 -0.16589 4.5 -2.5 1.4
O 2.95234 -0.62447 -0.16171 -3.3 -1.0 -0.4
O 0.89619 1.08810 -0.87145 -0.3 -0.3 2.0
C 1.26839 1.76750 0.37524 -0.1 -0.9 1.2
H -3.14146 -0.42663 -0.80394 -0.2 -0.2 1.1
H -2.23441 -1.70569 0.10523 -0.6 2.5 0.4
H -2.90578 -0.18211 1.00786 -0.2 -0.1 0.1
H -1.55333 1.17853 -0.89783 -0.2 0.0 0.3
H -0.05927 -1.85844 -0.06691 1.7 2.1 0.4
H 2.08660 -2.49962 -0.07911 -0.8 2.3 -0.4
H 2.13145 2.40726 0.21967 -0.2 0.1 -0.1
H 1.44178 1.08585 1.29182 0.5 0.4 -1.9
H 0.34996 2.20772 0.72948 -0.1 1.2 -0.2
```
Positions in Å, forces in eV/Å.

Results
gap between HOMO and LUMO	9.1777	eV
SMILES	C/C=C(\NC=O)OC
total charge	0
calculated total energy	-10913.40330	eV
E_HOMO	-8.537	eV
energy relative to the best compared isomer or geometry (same formula, charge and spin)	3.1724	eV

No. 3
C5H9NO2 | ωB97M-V/def2-TZVPD

The geometry in XYZ format:
```
17
Properties=species:S:1:pos:R:3:forces:R:3
C -1.46172 -0.90807 1.43378 -0.2 -0.3 0.1
C -0.58280 -0.53410 0.28200 0.3 0.3 -0.3
C -0.91347 -0.73546 -1.00233 -1.0 0.0 0.2
N -0.19256 -0.53459 -2.14564 0.7 0.5 -0.6
C 0.73629 0.04398 0.65463 0.2 -1.0 0.8
O 1.48927 -0.55887 1.42172 -0.6 1.2 -0.9
C 1.09575 1.42976 0.13240 0.6 -0.1 -0.1
O 2.44361 1.46593 -0.31262 0.2 -0.3 0.4
H -0.97180 -1.65329 2.06866 -0.1 0.2 0.0
H -1.68533 -0.02607 2.04277 0.0 -0.1 0.0
H -2.41467 -1.33166 1.09972 0.2 0.1 0.0
H -1.88930 -1.16666 -1.22945 0.1 0.0 0.2
H 0.68652 -0.02532 -2.08964 -0.3 -0.2 -0.1
H -0.72509 -0.36597 -2.99571 0.3 -0.1 0.5
H 0.44909 1.74173 -0.69040 0.1 -0.1 0.1
H 0.97312 2.14760 0.94978 -0.3 -0.1 0.1
H 2.96309 1.01106 0.38032 -0.3 0.2 -0.4
```
Positions in Å, forces in eV/Å.

Results
gap between HOMO and LUMO	9.1199	eV
SMILES	C/C(=C/N)C(=O)CO
total charge	0
calculated total energy	-10915.20567	eV
E_HOMO	-8.424	eV
energy relative to the best compared isomer or geometry (same formula, charge and spin)	1.3700	eV